Molecular formula: C20H57NO11
Method: DFT, the ωB97M-V functional and the def2-TZVPD basis

Computed properties:
SMILES string: COCCNCCOC.OCCO.OCCO.CCO.CCO.CCO.CCO.CCO
Charge: 0
ΔE to the lowest compared entry with this formula, charge and spin (kJ/mol): 0.0

Atoms and positions in Å:
C1 2.297 3.033 1.606
H1 3.493 -0.350 1.932
C2 1.646 -1.368 -3.057
H2 -3.136 -1.664 -7.922
H3 3.595 -1.283 -0.382
H4 1.620 4.914 1.601
H5 -1.074 -0.536 3.641
H6 -1.328 0.167 1.513
H7 -1.713 3.352 4.392
C3 -4.082 1.073 2.085
C4 -4.353 0.625 3.414
H8 -0.992 -1.460 0.819
H9 1.790 -0.470 -3.554
H10 -3.495 0.327 4.029
H11 3.113 0.035 -1.407
H12 -1.175 1.802 -1.657
O1 1.070 2.481 1.104
H13 0.634 0.421 1.203
H14 0.731 -1.300 -2.479
H15 -4.908 -0.304 3.345
C5 -2.853 -0.669 -7.667
O2 3.568 4.962 2.016
H16 1.033 -3.343 0.751
H17 1.700 -1.173 3.089
H18 0.774 3.556 4.270
C6 1.566 -2.434 -4.149
H19 -1.264 -3.855 0.856
C7 2.500 4.384 1.276
H20 -1.581 1.645 4.789
C8 0.247 2.760 4.848
H21 3.041 2.411 1.285
H22 2.047 -1.032 -0.396
H23 -3.366 0.456 1.621
O3 5.065 1.360 2.936
H24 -5.020 1.360 3.918
O4 0.508 -0.456 1.554
H25 -2.352 -1.525 3.012
H26 0.942 -5.034 0.969
C9 -0.681 -4.173 -0.050
C10 2.854 -1.004 -1.090
C11 0.746 -4.279 0.232
N1 0.928 -1.922 -5.314
H27 2.518 -2.732 -4.519
O5 -2.113 -0.837 -6.513
H28 -0.249 0.826 -2.834
H29 4.979 2.192 3.377
H30 -0.794 -1.830 -7.369
O6 -3.525 2.375 2.248
H31 2.518 4.687 0.290
H32 -0.676 -2.117 3.202
C12 4.356 0.326 3.673
C13 -0.919 -1.062 -6.561
H33 -3.549 -0.779 -1.115
H34 3.961 0.863 4.527
H35 1.433 -4.424 -0.580
C14 -0.412 -1.509 -5.234
H36 -1.930 -3.209 -1.014
H37 4.912 -0.643 3.799
C15 -1.307 -1.305 2.956
H38 0.228 2.988 5.919
C16 3.185 -0.080 2.971
O7 -0.971 2.491 2.924
H39 -1.056 -2.278 -4.831
C17 -1.093 2.519 4.325
H40 1.170 -3.370 -3.738
H41 2.236 2.956 2.703
H42 -1.327 -5.016 -0.383
O8 -3.112 0.030 -1.301
H43 0.376 2.745 1.666
H44 -4.948 1.216 1.477
H45 0.780 1.803 4.838
C18 -2.073 -0.105 -2.288
O9 2.732 -1.822 -2.220
H46 2.366 0.672 3.075
H47 1.555 -1.155 -5.573
C19 -0.925 -0.850 1.638
H48 -0.388 0.096 -1.232
H49 -2.515 0.042 -3.298
H50 -3.761 -0.207 -7.595
H51 -0.442 -0.640 -4.688
H52 -0.403 -0.056 -6.892
H53 -1.845 2.258 2.559
O10 2.529 -1.263 3.430
H54 -3.430 2.774 1.296
H55 -2.257 -0.276 -8.507
H56 3.643 5.822 1.644
C20 -0.919 0.736 -2.004
O11 -0.975 -3.112 -0.993
H57 -1.730 -1.210 -2.270

---

Molecular formula: C20H58N2O14
Method: DFT, the ωB97M-V functional and the def2-TZVPD basis

Computed properties:
SMILES string: COC[C@H](C)N.COC[C@H](C)N.OCCO.OCCO.OCCO.OCCO.OCCO.OCCO
Charge: 0
ΔE to the lowest compared entry with this formula, charge and spin (kJ/mol): 349.0

Atoms and positions in Å:
H1 -0.299 -3.235 -2.126
O1 -1.408 3.216 -2.123
N1 6.037 0.492 -2.939
O2 -1.910 1.560 5.154
C1 -0.731 2.017 4.612
H2 3.205 2.593 0.152
C2 -3.239 3.673 1.178
C3 3.013 -2.180 -2.266
H3 5.766 1.818 -5.059
H4 2.965 -1.536 -3.144
N2 1.460 -4.799 -0.246
H5 -3.088 1.305 -2.767
O3 -4.197 4.559 1.609
C4 2.834 3.262 -0.624
C5 -1.906 4.428 0.838
H6 -0.921 2.577 3.696
H7 3.509 -3.981 -2.877
H8 -1.246 1.655 -4.142
O4 -2.042 5.059 -0.345
H9 -0.725 -6.006 0.643
O5 5.417 -2.116 -2.476
H10 1.832 3.055 -1.000
O6 -5.511 -2.274 2.540
H11 -2.664 -0.237 5.274
H12 -0.519 -6.422 2.987
C6 -2.624 3.362 -2.809
H13 6.944 0.853 -2.680
H14 0.406 -0.691 2.910
H15 1.328 -5.633 -0.800
H16 1.333 1.169 4.611
C7 4.348 -2.055 -1.546
H17 -2.299 1.488 -0.895
H18 -3.453 3.734 -2.207
H19 4.230 2.646 -4.676
H20 5.562 -1.179 -2.629
H21 3.197 1.219 -2.327
C8 -0.622 -0.408 -0.631
H22 2.243 -1.744 -1.629
H23 -0.514 -5.146 4.167
H24 -1.710 -3.886 -1.107
H25 -1.722 5.167 1.618
C9 5.297 1.681 -3.035
H26 -4.101 2.330 -3.928
H27 -4.404 -2.805 4.282
H28 -1.088 3.711 0.768
H29 -2.375 2.369 5.378
C10 -0.812 -5.384 3.146
H30 0.463 -3.275 0.426
O7 -2.728 0.774 -0.418
H31 -5.085 4.255 1.405
C11 -3.703 -0.924 3.794
C12 0.348 0.783 4.347
C13 -0.627 -4.958 0.927
H32 4.427 -2.879 -0.837
O8 3.794 3.084 -1.655
H33 3.034 4.299 -0.353
H34 -2.718 5.709 -0.139
C14 -0.668 -3.974 -1.414
O9 0.375 0.263 3.004
H35 -4.560 -0.381 4.192
O10 -2.139 1.788 -4.467
H36 5.957 2.523 -2.825
H37 -3.312 -0.538 2.852
H38 4.193 -1.082 -1.081
H39 0.095 -1.047 -0.115
H40 1.976 -4.193 -0.868
O11 -2.760 -1.078 4.822
H41 -0.784 -4.899 -1.980
H42 -3.550 -2.935 2.807
C15 4.829 1.751 -4.506
H43 -5.270 -2.025 1.644
C16 -1.763 0.066 0.367
H44 4.509 1.362 -1.072
H45 -3.041 2.957 1.975
H46 0.342 -0.052 5.048
O12 0.058 0.652 -1.248
H47 -3.612 3.069 0.350
C17 0.161 -4.170 -0.118
H48 4.227 0.868 -4.723
H49 6.188 0.060 -3.839
H50 -0.273 2.654 5.368
H51 -2.286 -0.740 0.882
C18 -4.304 -2.327 3.308
H52 -2.382 4.145 -3.529
H53 -1.628 -4.538 1.022
H54 -1.273 0.799 1.007
O13 -0.107 -4.651 2.214
C19 4.120 1.716 -2.027
H55 -1.443 3.852 -1.406
H56 -0.463 1.457 -1.209
H57 -1.162 -0.895 -1.443
O14 2.753 -3.510 -2.519
H58 -1.878 -5.205 3.003
C20 -3.122 2.109 -3.502

---

Number 1: frontier orbital gap 8.59 eV, total energy -1678.26787 Ha, LUMO 0.21 eV. Number 2: frontier orbital gap 9.11 eV, total energy -1959.42039 Ha, LUMO 0.20 eV.